[1]
{"formula": "C2H8NOS2", "method": "ωB97M-V with the def2-TZVPD basis set", "species": ["C", "C", "N", "O", "S", "S", "H", "H", "H", "H", "H", "H", "H", "H"], "coordinates": [[0.909, -0.367, 0.469], [2.200, -0.524, -0.050], [0.306, 0.735, 0.509], [2.452, 0.585, -0.828], [-3.377, 1.136, 0.023], [-2.974, -0.847, -0.370], [0.517, -1.260, 0.889], [2.846, -0.895, 0.798], [2.187, -1.518, -0.677], [-0.707, 0.972, 0.837], [0.853, 1.290, -0.217], [-3.898, -1.276, 0.484], [3.318, 0.554, -1.248], [-4.633, 1.415, -0.620]], "homo_ev": -12.68, "e_lumo_ha": -0.1646, "max_force_ev_per_a": 3.98, "homo_lumo_gap_ev": 8.20, "total_charge": 1, "mol_weight_g_mol": 126.226, "e_above_lowest_kj_mol": 163.03}

[2]
{"formula": "C2H8NS", "method": "ωB97M-V with the def2-TZVPD basis set", "species": ["S", "H", "C", "C", "N", "H", "H", "H", "H", "H", "H", "H"], "coordinates": [[1.633, 0.247, -0.998], [1.743, 1.104, -2.052], [-2.206, -0.678, 0.562], [-0.732, -0.509, 0.339], [-0.235, 0.532, 1.280], [-2.880, 0.002, 0.087], [-2.541, -1.586, 0.081], [-2.419, -0.606, 1.636], [-0.177, -1.387, 0.654], [-0.688, -0.122, -0.685], [0.727, 0.686, 0.969], [-0.613, 1.362, 0.919]], "homo_ev": -2.54, "e_lumo_ha": 0.1523, "max_force_ev_per_a": 2.31, "homo_lumo_gap_ev": 6.68, "total_charge": -1, "mol_weight_g_mol": 78.160, "e_above_lowest_kj_mol": 98.27}

[3]
{"formula": "C2H8NS2", "method": "ωB97M-V with the def2-TZVPD basis set", "species": ["S", "S", "H", "H", "C", "C", "N", "H", "H", "H", "H", "H", "H"], "coordinates": [[0.155, -0.373, -1.885], [-0.687, 0.000, -3.596], [1.505, -0.464, -1.758], [-1.781, 0.515, -3.027], [0.371, -0.434, 0.882], [-0.672, -0.231, -0.063], [0.549, 0.455, 2.033], [1.256, -1.040, 0.668], [-1.256, -1.142, -0.169], [-1.287, 0.662, -0.012], [1.425, 1.003, 1.997], [-0.169, 1.180, 2.064], [0.591, -0.132, 2.865]], "homo_ev": -11.67, "e_lumo_ha": -0.1336, "max_force_ev_per_a": 3.77, "homo_lumo_gap_ev": 8.03, "total_charge": 1, "mol_weight_g_mol": 110.227, "e_above_lowest_kj_mol": 420.89}

[4]
{"formula": "C2H8NS2", "method": "ωB97M-V with the def2-TZVPD basis set", "species": ["C", "C", "N", "H", "H", "H", "H", "H", "H", "S", "S", "H", "H"], "coordinates": [[2.223, -0.941, 0.077], [0.872, -1.867, 1.866], [0.969, -1.211, 0.791], [2.520, 0.079, 0.311], [2.058, -1.057, -0.990], [2.987, -1.632, 0.418], [1.753, -2.328, 2.297], [-0.083, -1.949, 2.373], [0.112, -0.779, 0.395], [-1.717, 0.190, -0.484], [-0.420, 1.822, -0.819], [-2.189, 0.707, 0.659], [0.275, 1.166, -1.756]], "homo_ev": -12.69, "e_lumo_ha": -0.1772, "max_force_ev_per_a": 0.31, "homo_lumo_gap_ev": 7.87, "total_charge": 1, "mol_weight_g_mol": 110.227, "e_above_lowest_kj_mol": 71.31}

[5]
{"formula": "C2H8NSe", "method": "ωB97M-V with the def2-TZVPD basis set", "species": ["C", "C", "N", "Se", "H", "H", "H", "H", "H", "H", "H", "H"], "coordinates": [[0.965, 0.625, 0.576], [-0.310, 0.414, -0.256], [-0.252, -0.869, -1.062], [-1.902, 0.560, 0.946], [1.040, -0.417, 1.060], [0.833, 1.367, 1.426], [1.824, 0.966, -0.068], [-0.394, 1.408, -0.865], [-1.161, -1.298, -1.108], [0.402, -1.650, -0.723], [0.224, -0.810, -2.061], [-1.269, -0.295, 2.137]], "homo_ev": -13.60, "e_lumo_ha": -0.1463, "smiles": "C[C@@H]([NH3+])[SeH]", "max_force_ev_per_a": 3.84, "homo_lumo_gap_ev": 9.62, "total_charge": 1, "mol_weight_g_mol": 125.053, "e_above_lowest_kj_mol": 46.78}

[6]
{"formula": "C2H8O2", "method": "ωB97M-V with the def2-TZVPD basis set", "species": ["C", "C", "O", "H", "H", "H", "H", "H", "H", "O", "H", "H"], "coordinates": [[-0.202, 1.132, 0.001], [0.780, 0.337, -0.823], [1.396, -0.588, 0.050], [-0.004, 1.030, 1.068], [-1.238, 0.807, -0.092], [-0.156, 2.206, -0.180], [1.600, 0.947, -1.203], [0.336, -0.308, -1.582], [1.838, -1.148, -0.593], [-1.736, -1.213, 1.182], [-1.802, -2.168, 1.174], [-0.814, -1.034, 0.997]], "homo_ev": -10.50, "e_lumo_ha": 0.0299, "smiles": "CCO.O", "max_force_ev_per_a": 1.07, "homo_lumo_gap_ev": 11.31, "total_charge": 0, "mol_weight_g_mol": 64.084, "e_above_lowest_kj_mol": 26.36}

[7]
{"formula": "C2H8O2", "method": "ωB97M-V with the def2-TZVPD basis set", "species": ["C", "O", "H", "H", "H", "H", "C", "O", "H", "H", "H", "H"], "coordinates": [[0.848, 1.269, 1.542], [0.139, 0.336, 2.360], [0.378, 2.224, 1.732], [1.904, 1.272, 1.786], [0.647, 1.083, 0.479], [0.295, -0.584, 2.145], [-0.905, -0.865, -1.978], [0.159, -0.702, -1.063], [-0.928, -1.874, -2.384], [-0.765, -0.147, -2.777], [-1.881, -0.671, -1.507], [0.109, -1.341, -0.337]], "homo_ev": -10.28, "e_lumo_ha": 0.0242, "smiles": "CO.CO", "max_force_ev_per_a": 1.15, "homo_lumo_gap_ev": 10.94, "total_charge": 0, "mol_weight_g_mol": 64.084, "e_above_lowest_kj_mol": 80.28}

[8]
{"formula": "C2H8O2", "method": "ωB97M-V with the def2-TZVPD basis set", "species": ["C", "C", "H", "H", "H", "H", "O", "H", "H", "O", "H", "H"], "coordinates": [[-0.620, 0.493, -1.001], [-0.491, 1.805, -1.104], [-0.562, -0.181, -1.841], [-0.760, -0.016, -0.014], [-0.506, 2.311, -2.077], [-0.292, 2.543, -0.353], [-0.658, -2.358, 0.419], [-0.166, -2.863, 1.084], [0.149, -2.185, -0.097], [1.279, -0.180, 1.577], [0.612, 0.456, 1.313], [2.015, 0.176, 2.095]], "homo_ev": -10.10, "e_lumo_ha": 0.0297, "smiles": "C=C.O.O", "max_force_ev_per_a": 1.69, "homo_lumo_gap_ev": 10.91, "total_charge": 0, "mol_weight_g_mol": 64.084, "e_above_lowest_kj_mol": 102.69}

[9]
{"formula": "C2H8O2", "method": "ωB97M-V with the def2-TZVPD basis set", "species": ["C", "O", "H", "H", "H", "H", "C", "O", "H", "H", "H", "H"], "coordinates": [[1.751, 1.326, -0.034], [0.575, 0.992, -0.658], [2.443, 0.431, -0.094], [1.714, 1.460, 1.120], [2.203, 2.356, -0.415], [-0.022, 1.714, -0.411], [-0.823, -1.359, 0.844], [-1.653, -1.121, -0.275], [0.165, -0.811, 0.793], [-1.336, -0.897, 1.593], [-0.861, -2.486, 1.092], [-1.249, -0.541, -1.080]], "homo_ev": -9.77, "e_lumo_ha": 0.0261, "smiles": "CO.CO", "max_force_ev_per_a": 4.28, "homo_lumo_gap_ev": 10.48, "total_charge": 0, "mol_weight_g_mol": 64.084, "e_above_lowest_kj_mol": 167.66}

[10]
{"formula": "C2H8O2", "method": "ωB97M-V with the def2-TZVPD basis set", "species": ["C", "C", "H", "H", "H", "H", "O", "H", "H", "O", "H", "H"], "coordinates": [[1.244, 1.448, -3.661], [0.615, 0.898, -2.605], [0.960, 1.265, -4.677], [2.181, 1.689, -3.230], [-0.437, 0.608, -2.491], [1.314, 0.650, -1.825], [-2.049, -2.637, 2.250], [-1.505, -2.141, 1.597], [-1.535, -3.277, 2.691], [0.421, 0.734, 2.692], [0.375, 1.613, 2.382], [0.517, 0.745, 3.618]], "homo_ev": -9.83, "e_lumo_ha": 0.0265, "smiles": "C=C.O.O", "max_force_ev_per_a": 2.88, "homo_lumo_gap_ev": 10.56, "total_charge": 0, "mol_weight_g_mol": 64.084, "e_above_lowest_kj_mol": 158.62}

[11]
{"formula": "C2H8O2", "method": "ωB97M-V with the def2-TZVPD basis set", "species": ["C", "C", "O", "H", "H", "H", "H", "H", "H", "O", "H", "H"], "coordinates": [[-0.746, 0.559, -0.950], [0.674, 0.670, -0.383], [1.372, -0.605, -0.572], [-0.814, 1.097, -1.895], [-1.303, 1.272, -0.325], [-1.103, -0.456, -0.859], [1.196, 1.456, -0.932], [0.723, 0.813, 0.687], [2.294, -0.375, -0.391], [-0.905, -1.224, 1.634], [-0.460, -2.017, 1.407], [-0.929, -1.190, 2.579]], "homo_ev": -10.05, "e_lumo_ha": 0.0315, "smiles": "CCO.O", "max_force_ev_per_a": 2.34, "homo_lumo_gap_ev": 10.90, "total_charge": 0, "mol_weight_g_mol": 64.084, "e_above_lowest_kj_mol": 37.89}

[12]
{"formula": "C2H8O2", "method": "ωB97M-V with the def2-TZVPD basis set", "species": ["C", "O", "H", "H", "H", "H", "C", "O", "H", "H", "H", "H"], "coordinates": [[-0.019, -0.469, 1.966], [-1.135, -0.043, 1.210], [-1.312, 0.891, 1.381], [0.950, -0.120, 1.573], [-0.095, -0.278, 3.037], [0.053, -1.558, 1.894], [0.688, -0.248, -2.083], [0.431, 0.841, -1.268], [0.472, 0.596, -0.309], [-0.249, -0.835, -2.259], [1.004, 0.177, -3.035], [1.430, -0.957, -1.697]], "spin_multiplicity": 2, "homo_ev": [-16.03, -15.32], "e_lumo_ha": [-0.1376, -0.3841], "max_force_ev_per_a": 1.38, "homo_lumo_gap_ev": [12.28, 4.87], "total_charge": 1, "mol_weight_g_mol": 64.084, "e_above_lowest_kj_mol": 68.57}

[13]
{"formula": "C2H8O3PS", "method": "ωB97M-V with the def2-TZVPD basis set", "species": ["C", "C", "O", "O", "O", "P", "S", "H", "H", "H", "H", "H", "H", "H", "H"], "coordinates": [[2.045, 1.163, -0.343], [-0.613, -1.862, -0.119], [-1.025, 0.179, 1.413], [0.695, 1.588, -0.014], [0.141, -0.789, -0.650], [-0.437, 0.542, -0.070], [-2.042, 1.301, -1.077], [2.580, 1.081, 0.632], [2.411, 1.762, -1.111], [1.987, 0.164, -0.755], [-0.088, -2.261, 0.786], [-0.458, -2.849, -0.629], [-1.728, -1.595, 0.102], [-0.550, 0.771, 2.041], [-2.917, 0.804, -0.204]], "homo_ev": -15.31, "e_lumo_ha": -0.1207, "max_force_ev_per_a": 4.32, "homo_lumo_gap_ev": 12.03, "total_charge": 1, "mol_weight_g_mol": 143.124, "e_above_lowest_kj_mol": 59.54}

[14]
{"formula": "C2H8OS", "method": "ωB97M-V with the def2-TZVPD basis set", "species": ["C", "C", "S", "H", "H", "H", "H", "H", "H", "O", "H", "H"], "coordinates": [[0.000, 0.000, 0.000], [0.914, 1.304, 0.197], [0.246, 2.629, -0.823], [0.139, -0.795, 0.751], [0.096, -0.444, -1.005], [-1.018, 0.411, 0.107], [1.985, 1.141, -0.031], [0.844, 1.681, 1.235], [-1.033, 2.512, -0.407], [0.522, 3.386, 3.693], [-0.407, 3.644, 3.497], [0.993, 4.239, 3.827]], "homo_ev": -8.87, "e_lumo_ha": 0.0265, "smiles": "CCS.O", "max_force_ev_per_a": 1.70, "homo_lumo_gap_ev": 9.59, "total_charge": 0, "mol_weight_g_mol": 80.152, "e_above_lowest_kj_mol": 36.12}

[15]
{"formula": "C2H8OS", "method": "ωB97M-V with the def2-TZVPD basis set", "species": ["C", "C", "S", "H", "H", "H", "H", "H", "H", "H", "H", "O"], "coordinates": [[-0.632, -1.172, 0.320], [-0.343, -0.229, 1.476], [-0.489, 1.511, 0.944], [-1.619, -1.028, -0.112], [0.081, -1.054, -0.499], [-0.556, -2.208, 0.649], [0.685, -0.304, 1.837], [-1.046, -0.357, 2.297], [0.471, 1.447, -0.032], [1.444, 1.760, -1.917], [0.863, 0.781, -2.950], [1.141, 0.853, -2.014]], "spin_multiplicity": 2, "homo_ev": [-16.05, -16.04], "e_lumo_ha": [-0.1399, -0.3279], "max_force_ev_per_a": 0.93, "homo_lumo_gap_ev": [12.24, 7.12], "total_charge": 1, "mol_weight_g_mol": 80.152, "e_above_lowest_kj_mol": 14.36}

[16]
{"formula": "C2H8OS", "method": "ωB97M-V with the def2-TZVPD basis set", "species": ["C", "S", "H", "H", "H", "H", "C", "O", "H", "H", "H", "H"], "coordinates": [[-2.628, 0.224, 0.794], [-1.365, -0.795, -0.034], [-2.084, 1.115, 1.103], [-3.086, -0.333, 1.611], [-3.394, 0.488, 0.067], [-2.048, -1.054, -1.190], [2.643, -0.190, -0.489], [2.173, 0.974, 0.178], [1.971, -0.684, -1.191], [3.016, -0.937, 0.217], [3.541, 0.110, -1.037], [1.262, 1.081, -0.028]], "spin_multiplicity": 2, "homo_ev": [-13.74, -13.54], "e_lumo_ha": [-0.1727, -0.3612], "max_force_ev_per_a": 1.52, "homo_lumo_gap_ev": [9.03, 3.71], "total_charge": 1, "mol_weight_g_mol": 80.152, "e_above_lowest_kj_mol": 154.72}

[17]
{"formula": "C2H8OS2", "method": "ωB97M-V with the def2-TZVPD basis set", "species": ["C", "C", "S", "S", "H", "H", "H", "H", "H", "H", "O", "H", "H"], "coordinates": [[-0.424, 0.448, -0.083], [0.768, 0.339, -1.012], [0.313, 1.032, -2.606], [-1.023, -0.319, -3.286], [-0.351, -0.124, 0.857], [-1.377, 0.192, -0.577], [-0.431, 1.524, 0.159], [1.591, 0.916, -0.549], [1.063, -0.728, -1.011], [-0.225, -1.394, -3.463], [0.155, -0.248, 3.833], [0.130, -0.824, 4.631], [-0.188, -0.815, 3.106]], "homo_ev": -8.80, "e_lumo_ha": 0.0223, "smiles": "CCSS.O", "max_force_ev_per_a": 1.72, "homo_lumo_gap_ev": 9.41, "total_charge": 0, "mol_weight_g_mol": 112.219, "e_above_lowest_kj_mol": 46.97}

[18]
{"formula": "C2H8OS2", "method": "ωB97M-V with the def2-TZVPD basis set", "species": ["C", "C", "O", "H", "H", "H", "H", "H", "H", "S", "S", "H", "H"], "coordinates": [[2.745, 1.530, 1.913], [1.603, 2.207, 1.160], [0.696, 1.422, 0.258], [3.773, 1.896, 1.624], [2.548, 1.666, 3.008], [2.769, 0.383, 1.780], [1.841, 3.217, 0.556], [0.815, 2.530, 1.860], [1.166, 0.594, 0.097], [-3.573, -3.728, -3.960], [-4.094, -4.298, -2.098], [-4.932, -3.509, -4.265], [-5.357, -3.910, -1.932]], "homo_ev": -8.38, "e_lumo_ha": 0.0145, "smiles": "CCO.SS", "max_force_ev_per_a": 3.63, "homo_lumo_gap_ev": 8.77, "total_charge": 0, "mol_weight_g_mol": 112.219, "e_above_lowest_kj_mol": 194.57}

[19]
{"formula": "C2H8S4", "method": "ωB97M-V with the def2-TZVPD basis set", "species": ["C", "S", "S", "H", "H", "H", "H", "C", "S", "S", "H", "H", "H", "H"], "coordinates": [[2.739, -0.811, 0.432], [1.301, -1.813, -0.054], [1.174, -1.357, -2.090], [2.424, 0.198, 0.665], [3.476, -0.852, -0.362], [3.158, -1.318, 1.305], [1.040, -0.052, -1.891], [-2.229, 1.739, 0.502], [-2.240, 0.766, -1.023], [-2.614, -1.141, -0.288], [-3.055, 1.429, 1.142], [-2.409, 2.763, 0.197], [-1.287, 1.620, 1.033], [-1.479, -1.171, 0.431]], "homo_ev": -8.58, "e_lumo_ha": 0.0155, "smiles": "CSS.CSS", "max_force_ev_per_a": 0.79, "homo_lumo_gap_ev": 9.00, "total_charge": 0, "mol_weight_g_mol": 160.354, "e_above_lowest_kj_mol": 16.93}